# C2H7O2

2 unconnected molecules or ions with the total composition C2H7O2 (ωB97M-V with the def2-TZVPD basis set, the Open Molecules 2025 dataset).

Atoms and positions in Å:
C  -0.17  0.09  -0.28
O  -0.20  -0.87  0.66
C  -1.30  1.20  -0.17
H  0.72  0.81  -0.05
H  -0.17  -0.35  -1.28
H  -0.96  1.98  0.50
H  -1.32  1.59  -1.22
H  -2.33  0.90  0.08
H  1.18  -1.73  0.87
H  2.38  -1.66  0.02
O  2.17  -1.97  0.89

As for the charge: -1. The value obtained for the electronic energy is -230.8658 hartree. For the gap between HOMO and LUMO, the calculation gives 7.48 eV.